C53H48N2O3P2SSm | ωB97M-V/def2-TZVPD

Last column: Löwdin spin population.
Positions of all 110 atoms, in Å:
Sm -0.0846 0.8592 -0.4963  5.060
C 2.3562 1.5576 2.6135  -0.001
C 3.1350 2.2416 1.4797  0.000
P 3.1166 0.9735 0.0386  -0.003
C 4.8995 0.6908 -0.2067  -0.001
C 5.5409 0.7972 -1.4423  0.000
C 6.8390 0.3892 -1.6004  0.000
C 7.5233 -0.2155 -0.5612  0.000
C 6.9082 -0.1830 0.6906  0.000
C 5.5746 0.2366 0.9040  0.000
C 2.6294 1.8728 -1.4354  -0.004
C 3.1464 3.1679 -1.6873  0.001
C 2.4407 3.9525 -2.6104  -0.003
C 1.5078 3.4237 -3.5263  0.000
C 1.1995 2.0783 -3.4113  -0.002
C 1.6917 1.2917 -2.3453  -0.003
P 0.4887 1.6726 2.4104  -0.009
C 0.1402 3.3686 2.7737  -0.001
C 1.1251 4.1765 3.4362  -0.001
C 0.7013 5.4050 3.9964  0.000
C -0.5960 5.8050 3.9441  0.000
C -1.5153 5.0564 3.2025  0.000
C -1.1536 3.8401 2.6692  0.000
C -0.0259 0.7494 3.8686  -0.001
C 0.7938 -0.2376 4.4383  -0.001
C 0.3462 -1.0464 5.4865  0.000
C -0.9930 -0.9625 5.9221  -0.001
C -1.8431 -0.0163 5.2693  0.000
C -1.3260 0.8984 4.3552  -0.001
H 2.6273 1.9993 3.5578  0.000
H 2.6183 0.4957 2.5797  0.000
H 4.1943 2.3288 1.8701  0.000
H 2.7811 3.2400 1.1062  0.000
H 4.8866 0.9877 -2.3026  0.000
H 7.3570 0.5795 -2.5366  0.000
H 8.5043 -0.7194 -0.7382  0.000
H 7.4056 -0.5218 1.5879  0.000
H 5.0565 0.1450 1.8543  0.000
H 3.9880 3.4784 -1.0875  0.000
H 2.7581 4.9998 -2.6269  0.000
H 0.9883 4.0269 -4.2385  0.000
H 0.5601 1.6263 -4.1216  0.000
H 1.7403 0.1969 -2.4780  0.000
H 2.1572 3.8448 3.4418  0.000
H 1.4107 5.9750 4.5720  0.000
H -0.9125 6.6744 4.4878  0.000
H -2.4797 5.4500 2.8853  0.000
H -1.8757 3.2664 2.0670  0.000
H 1.8225 -0.4293 4.0682  0.000
H 1.0943 -1.7942 5.8327  0.000
H -1.4228 -1.6137 6.6767  0.000
H -2.9006 0.0737 5.4394  0.000
H -1.9500 1.7223 4.0217  0.000
O -6.5724 -4.0543 0.8189  0.000
C -6.4095 -3.3726 -0.3557  0.000
O -7.1006 -3.4851 -1.3681  0.001
C -5.3792 -2.2602 -0.4356  0.002
C -5.6113 -1.2237 -1.4014  0.000
C -4.7397 -0.1924 -1.5112  0.001
C -3.4720 -0.2097 -0.7704  0.000
C -3.2715 -1.2068 0.2049  0.003
C -4.1964 -2.2710 0.2925  0.000
N -2.4396 0.6610 -0.9648  -0.004
C -2.5554 1.5874 -1.9687  -0.006
C -2.0707 2.8737 -1.7941  0.000
C -2.5269 3.8654 -2.6851  -0.001
C -2.0487 5.1154 -2.5421  0.000
C -1.1981 5.4314 -1.4902  -0.002
C -0.7080 4.3994 -0.6959  0.000
N -1.0946 3.1475 -0.9056  -0.007
H -6.1228 -3.6877 1.5939  0.000
H -6.5313 -1.2453 -2.0159  0.000
H -4.9567 0.6853 -2.1225  0.000
H -2.4180 -1.1624 0.8969  0.000
H -4.0136 -3.1278 0.9566  0.000
H -3.0192 1.3764 -2.9781  0.000
H -3.3562 3.6422 -3.3991  0.000
H -2.3010 5.9068 -3.2299  0.000
H -0.8316 6.4745 -1.4325  0.000
H -0.1155 4.6035 0.1701  0.000
O 0.1391 -1.3339 -0.7645  -0.014
S 0.5684 -2.3420 -1.9489  0.000
C 1.9383 -3.1939 -1.1726  -0.001
C 1.5473 -3.9610 0.0946  0.000
C 1.4768 -5.3908 0.1105  0.000
C 0.9889 -6.0750 1.2155  0.000
C 0.6637 -5.3567 2.3815  0.000
C 0.8066 -3.9805 2.3740  0.000
C 1.2057 -3.2909 1.2611  0.000
C -0.7415 -3.6306 -1.8627  0.000
C -1.4924 -3.8776 -3.1497  0.000
C -2.8221 -4.3353 -3.0954  0.000
C -3.6546 -4.2010 -4.2032  0.000
C -3.1130 -3.7745 -5.4158  0.000
C -1.7768 -3.5056 -5.4854  0.000
C -0.9605 -3.6145 -4.3728  0.000
H 2.7163 -2.4171 -0.9553  0.000
H 2.4053 -3.8795 -1.8953  0.000
H 1.7801 -5.9240 -0.7945  0.000
H 0.8733 -7.1618 1.1313  0.000
H 0.2506 -5.8936 3.2253  0.000
H 0.5406 -3.4799 3.3084  0.000
H 1.2332 -2.2191 1.2747  0.000
H -1.4069 -3.2878 -1.0849  0.000
H -0.2681 -4.5416 -1.5907  0.000
H -3.1822 -4.6689 -2.1215  0.000
H -4.7387 -4.4387 -4.1833  0.000
H -3.7186 -3.7353 -6.3320  0.000
H -1.2835 -3.2265 -6.3849  0.000
H 0.1093 -3.4092 -4.5251  0.000

Output
LUMO level (spin up / spin down), eV: -9.82 / -9.81
Relative energy (zero: lowest compared OMol25 entry of this formula, charge and spin), eV: 2.332
2S+1: 6
Gap between HOMO and LUMO (spin up / spin down), Eh: 0.2041 / 0.2042
Electronic energy, a.u.: -4121.60254
Total charge: +3



C53H49FMgN4O5P2S | ωB97M-V/def2-TZVPD

Last column: Löwdin charge in e.
Positions of all 116 atoms, in Å:
Mg -0.6512 4.3763 -2.2737  0.900
C -5.0136 2.3984 -7.4837  -0.040
C -5.1427 1.3785 -6.3216  -0.266
C -6.6185 1.0842 -5.9245  -0.132
C -6.6614 0.0581 -4.7586  -0.140
C -5.6481 0.4046 -3.6758  -0.112
C -5.7202 -0.2510 -2.3963  0.084
C -5.0586 0.3370 -1.3218  -0.276
F -5.1153 -0.2874 -0.1695  0.099
C -4.1559 1.3817 -1.4971  0.094
C -3.8075 1.8196 -2.7935  -0.050
C -2.7682 2.7566 -2.9922  -0.244
O -2.2470 3.2873 -1.9237  -0.074
C -2.4158 3.0857 -4.3807  0.018
C -3.1964 2.5752 -5.4090  0.032
N -4.3208 1.8570 -5.1452  0.016
C -4.5722 1.2937 -3.9159  -0.065
C -1.1904 3.8794 -4.9692  -0.519
O -1.0924 4.0714 -6.1659  0.066
O -0.1828 4.2133 -4.1226  -0.132
H -5.9374 2.4200 -8.0058  0.065
H -4.1342 2.3688 -8.1255  0.086
H -4.9439 3.4063 -6.9924  0.104
H -4.6782 0.3982 -6.6354  0.169
H -7.1851 0.6858 -6.7713  0.120
H -7.0827 2.0318 -5.5210  0.143
H -6.4659 -0.9578 -5.1859  0.133
H -7.6650 -0.0196 -4.3043  0.123
H -6.5066 -1.0042 -2.3423  0.133
H -3.6819 1.8765 -0.6743  0.127
H -2.8966 2.7928 -6.4407  0.136
C 6.7474 -2.3140 5.7204  -0.458
S 7.0209 -0.7855 4.8389  0.768
C 7.5011 -1.1703 3.0931  -0.469
C 6.2419 -1.0512 2.2455  -0.315
C 5.5139 0.2850 2.3578  -0.420
N 4.1921 0.2395 1.7378  -0.339
P 3.9792 0.9172 0.3531  0.769
C 4.4166 -0.1140 -1.0730  -0.375
C 3.4235 -0.9578 -1.5843  -0.131
C 3.6907 -1.9567 -2.5088  -0.093
C 5.0082 -2.0317 -3.0274  -0.118
C 6.0039 -1.1788 -2.5806  -0.110
C 5.6919 -0.1830 -1.6206  -0.121
C 4.5802 2.5955 0.1738  -0.363
C 4.0541 3.6432 1.0248  -0.102
C 4.6117 4.9403 1.0043  -0.125
C 5.5084 5.2580 -0.0073  -0.141
C 5.8740 4.2997 -0.9488  -0.123
C 5.4731 3.0013 -0.8179  -0.134
P -0.3785 -2.4750 2.2544  1.042
C 0.8590 -3.2032 3.3560  -0.422
C 1.8781 -2.4456 3.9252  -0.098
C 2.7409 -2.9943 4.8736  -0.075
C 2.4997 -4.2800 5.3776  -0.070
C 1.5049 -5.0734 4.7452  -0.073
C 0.7345 -4.5911 3.6621  -0.085
C -0.3565 -3.5488 0.7184  -0.375
C 0.8061 -4.1550 0.2694  -0.109
C 0.8723 -4.9391 -0.8678  -0.086
C -0.2655 -5.1207 -1.6332  -0.095
C -1.4959 -4.6969 -1.1169  -0.075
C -1.5552 -3.9082 0.0785  -0.094
H 6.0077 -2.0728 6.5195  0.031
H 7.7299 -2.5362 6.1893  0.021
H 6.4269 -3.0879 5.0221  0.029
H 7.9900 -2.1641 3.1848  0.074
H 8.2513 -0.4004 2.8207  0.070
H 5.5813 -1.9067 2.5621  0.103
H 6.4346 -1.3830 1.1821  0.109
H 6.1688 1.1921 2.1232  0.114
H 5.2710 0.4571 3.4255  0.045
H 2.4513 -0.8373 -1.1919  0.057
H 2.8710 -2.5506 -2.9223  0.091
H 5.3104 -2.7920 -3.7472  0.089
H 6.9815 -1.2057 -3.0456  0.088
H 6.5130 0.4878 -1.0979  0.130
H 3.2063 3.3454 1.6117  0.074
H 4.2515 5.6290 1.7792  0.086
H 6.0283 6.1936 -0.0038  0.077
H 6.5343 4.5239 -1.7853  0.098
H 5.8733 2.2729 -1.5241  0.070
H 2.0865 -1.4700 3.4889  0.097
H 3.5532 -2.3192 5.1859  0.104
H 3.0573 -4.7441 6.1621  0.088
H 1.3949 -6.0981 5.0227  0.084
H -0.0319 -5.1512 3.1843  0.085
H 1.7179 -3.7145 0.6616  0.112
H 1.8266 -5.3578 -1.1048  0.100
H -0.1676 -5.4736 -2.6397  0.093
H -2.4547 -4.8604 -1.5875  0.088
H -2.5369 -3.6056 0.3982  0.082
N -9.4049 -2.0253 4.5756  0.147
C -8.2703 -2.3332 4.5543  -0.195
C -6.8996 -2.7057 4.5148  -0.256
C -6.1915 -1.7206 3.8318  -0.031
C -4.9131 -1.9951 3.4363  -0.028
C -4.2847 -3.1676 3.8282  -0.232
C -4.9405 -4.0528 4.7500  0.005
C -6.3041 -3.8789 4.9393  -0.033
C -2.9879 -3.2899 3.3107  -0.043
C -1.7868 -3.3145 2.9713  -0.198
H -6.7938 -0.8405 3.5920  0.125
H -4.3681 -1.2828 2.8260  0.124
H -4.3802 -4.7758 5.3727  0.130
H -6.9113 -4.5621 5.6002  0.140
N -1.4300 7.4352 0.8500  0.205
C -0.9550 6.0455 1.1963  -0.010
C -0.5927 5.3422 -0.0801  -0.604
O -0.0298 4.2260 -0.0429  0.070
O -1.0211 5.8796 -1.1607  -0.071
H -0.7310 8.1350 1.0451  0.168
H -2.3341 7.7296 1.2604  0.187
H -1.5685 7.3798 -0.1549  0.131
H -1.6953 5.5457 1.8148  0.152
H -0.1533 6.1321 1.9112  0.144

Output
LUMO level, eV: -1.79
Relative energy (zero: lowest compared OMol25 entry of this formula, charge and spin), eV: 2.872
Gap between HOMO and LUMO, Eh: 0.0791
Electronic energy, a.u.: -4024.93153
Total charge: 0